Here is an isolated ion of composition C6H17N2 and charge +1 from the Open Molecules 2025 dataset. Energies are from ωB97M-V/def2-TZVPD.

Each line ends with the Mulliken charge.
Positions of all 25 atoms, in Å:
C -0.88 -3.20 1.04  -1.217
C 0.25 -2.49 0.22  -0.510
C -0.36 -1.61 -0.87  -0.734
C -0.70 -0.16 -0.41  -0.755
N 0.21 0.86 -1.00  -0.385
C 1.30 1.36 -0.15  -0.367
C 0.78 2.52 0.68  -0.680
N -0.14 3.34 -0.23  -0.306
H -1.46 -3.89 0.42  0.354
H -1.59 -2.46 1.42  0.304
H -0.40 -3.68 1.88  0.368
H 0.71 -3.37 -0.25  0.319
H 1.02 -2.03 0.84  0.336
H 0.17 -1.65 -1.81  0.465
H -1.37 -2.00 -1.03  0.321
H -0.74 -0.11 0.68  0.349
H -1.71 0.05 -0.75  0.384
H 0.75 0.41 -1.72  0.254
H 1.73 0.65 0.56  0.231
H 2.15 1.60 -0.79  0.504
H 0.06 2.14 1.41  0.328
H 1.41 3.26 1.16  0.418
H -0.70 2.69 -0.79  0.321
H -0.78 3.83 0.39  0.357
H 0.31 3.93 -0.92  0.342

- SMILES = CCCCNCC[NH3+]
- orbital gap (eV) = 10.0
- total charge = +1
- 2S+1 = 1
- molar mass (g mol⁻¹) = 117.216
- calculated total energy (Ha) = -348.0508

Here is a 10-piece molecular cluster, C47H115F6N7O20 overall from the Open Molecules 2025 dataset. Energies are from ωB97M-V/def2-TZVPD.

Each line ends with the Mulliken charge.
Positions of all 195 atoms, in Å:
N -2.11 -4.29 -1.62  0.893
O -2.07 -5.27 -0.86  -0.675
O -2.94 -4.30 -2.56  -0.826
O -1.41 -3.27 -1.45  -0.321
C 1.16 3.68 5.23  -0.817
O 1.99 2.86 4.42  0.308
O -0.12 3.31 5.03  -1.101
C 1.66 3.71 6.69  0.539
F 2.72 4.53 6.87  -0.274
F 0.70 4.09 7.55  -0.297
F 2.06 2.49 7.16  -0.286
C 3.32 3.25 4.14  -0.367
C 3.94 2.20 3.22  -0.815
H 3.69 1.16 3.38  0.187
H 3.70 2.39 2.17  -0.001
H 5.03 2.30 3.24  0.476
H 3.93 3.29 5.05  0.347
H 3.33 4.21 3.62  0.224
H 1.31 4.71 4.87  0.518
C 3.59 -0.04 -6.00  0.463
O 3.84 -0.64 -4.71  -0.499
O 4.11 1.20 -5.99  -0.926
C 4.00 -0.98 -7.16  0.643
F 5.21 -1.50 -6.98  -0.280
F 3.16 -2.05 -7.22  -0.243
F 3.92 -0.35 -8.34  -0.264
C 2.78 -1.04 -3.87  1.315
C 3.36 -1.48 -2.56  -0.622
H 4.02 -2.34 -2.69  0.441
H 3.84 -0.66 -2.02  0.257
H 2.54 -1.79 -1.91  -0.228
H 2.20 -1.83 -4.36  -0.407
H 2.11 -0.17 -3.76  -0.315
H 2.49 0.10 -6.03  -0.203
C 1.20 1.46 0.62  -1.739
C -0.01 0.52 0.35  1.895
C 0.53 -0.85 -0.04  -0.133
O -0.97 0.50 1.34  -0.082
H 1.84 0.92 1.32  0.246
H 0.96 2.37 1.18  -0.050
H 1.73 1.75 -0.28  0.675
H -0.45 0.92 -0.58  -1.320
H 0.99 -0.92 -1.03  -0.343
H -0.21 -1.66 0.02  -1.213
H 1.35 -1.13 0.63  0.846
C -4.49 3.54 -0.76  -0.899
O -3.78 3.47 0.46  0.002
C -2.40 3.72 0.32  0.013
C -1.80 4.22 1.61  -1.134
N -1.72 3.12 2.67  2.154
H -1.27 2.32 2.21  -1.540
H -1.19 3.44 3.48  0.132
C -3.05 2.66 3.23  1.105
C -3.71 3.73 4.09  -1.386
O -4.17 4.85 3.41  -0.403
C -5.41 4.64 2.75  -0.364
H -4.22 2.70 -1.41  0.072
H -4.21 4.44 -1.32  0.387
H -5.57 3.52 -0.59  0.289
H -2.14 4.42 -0.49  0.794
H -1.92 2.80 -0.05  -0.287
H -2.30 5.02 2.14  0.773
H -0.75 4.48 1.44  0.427
H -2.92 1.75 3.81  0.581
H -3.66 2.33 2.40  -0.799
H -3.13 4.04 4.97  0.400
H -4.48 3.23 4.70  0.386
H -5.54 3.67 2.29  -0.029
H -5.49 5.41 1.98  0.225
H -6.34 4.90 3.28  0.337
C 7.50 -7.05 -0.46  -0.733
O 6.51 -7.00 0.54  -0.381
C 5.29 -7.60 0.22  -0.568
C 4.38 -6.54 -0.43  -0.658
N 4.26 -5.32 0.46  -0.113
H 3.91 -5.58 1.39  0.466
H 5.23 -5.08 0.70  0.472
C 3.51 -4.10 -0.07  -1.014
C 2.13 -4.38 -0.57  0.983
O 2.14 -5.22 -1.68  -0.415
C 0.98 -5.24 -2.51  -0.250
H 7.67 -8.00 -0.96  0.331
H 8.42 -6.55 -0.17  0.292
H 7.13 -6.44 -1.30  0.301
H 4.74 -7.95 1.10  0.383
H 5.43 -8.42 -0.47  0.398
H 3.35 -6.86 -0.58  0.439
H 4.81 -6.24 -1.38  0.323
H 4.11 -3.73 -0.90  0.357
H 3.63 -3.34 0.70  0.420
H 1.67 -3.43 -0.89  -0.899
H 1.36 -4.69 0.15  0.362
H 0.23 -5.73 -1.89  0.337
H 1.17 -5.79 -3.43  0.368
H 0.62 -4.28 -2.87  -0.250
C -6.82 0.79 3.51  -0.910
O -5.88 0.96 2.45  -0.072
C -6.03 0.01 1.41  -1.173
C -4.73 0.05 0.62  0.139
N -3.62 -0.63 1.40  1.234
H -2.73 -0.16 1.20  -0.866
H -3.69 -0.55 2.41  0.633
C -3.21 -2.02 0.91  1.397
C -4.34 -3.07 1.05  -1.038
O -5.55 -2.82 0.37  -0.384
C -5.62 -3.08 -1.05  -0.622
H -6.61 1.63 4.16  0.217
H -6.65 -0.15 4.03  0.331
H -7.86 0.76 3.15  0.352
H -6.86 0.32 0.77  0.564
H -6.31 -0.99 1.75  0.487
H -4.39 1.09 0.64  0.159
H -4.76 -0.41 -0.36  0.014
H -2.32 -2.28 1.48  -1.031
H -2.89 -1.89 -0.12  -0.160
H -4.71 -3.04 2.08  0.407
H -3.95 -4.07 0.82  0.541
H -5.06 -3.93 -1.45  0.287
H -5.46 -2.21 -1.68  0.189
H -6.67 -3.37 -1.17  0.321
C 0.20 -3.36 -6.15  -0.928
O -0.62 -2.44 -5.44  -0.113
C -1.96 -2.54 -5.82  -0.789
C -2.87 -1.59 -5.10  -0.749
N -2.62 -1.41 -3.61  0.632
H -3.38 -0.83 -3.25  0.502
H -2.72 -2.34 -3.17  -0.117
C -1.39 -0.65 -3.16  -0.052
C -1.54 0.86 -3.31  0.559
O -1.37 1.32 -4.64  -0.335
C -2.19 2.44 -4.92  -0.835
H 1.17 -3.45 -5.65  0.217
H 0.35 -3.07 -7.19  0.305
H -0.26 -4.35 -6.18  0.403
H -2.42 -3.52 -5.63  0.463
H -2.03 -2.31 -6.89  0.400
H -3.89 -1.98 -5.07  0.477
H -2.79 -0.59 -5.52  0.407
H -0.63 -1.17 -3.75  0.395
H -1.18 -0.83 -2.10  -0.521
H -0.65 1.22 -2.79  -0.488
H -2.46 1.17 -2.79  0.165
H -1.94 2.80 -5.92  0.287
H -2.06 3.21 -4.15  0.169
H -3.24 2.14 -4.91  0.408
C 1.25 3.15 -4.92  -0.606
O 1.00 4.01 -3.79  -0.454
C 1.60 3.56 -2.60  -0.500
C 0.91 4.29 -1.47  0.073
N 0.76 5.76 -1.87  0.143
H -0.03 5.93 -2.50  0.441
H 0.33 6.20 -1.05  0.478
C 2.05 6.49 -2.16  -0.769
C 2.94 6.63 -0.94  -0.504
O 3.67 5.42 -0.82  -0.227
C 4.50 5.37 0.30  -0.845
H 0.95 2.11 -4.76  -0.082
H 2.35 3.11 -4.99  0.420
H 0.80 3.58 -5.80  0.365
H 2.68 3.73 -2.65  0.666
H 1.46 2.48 -2.63  0.171
H 1.52 4.21 -0.57  0.109
H -0.07 3.88 -1.21  -0.391
H 1.72 7.49 -2.44  0.458
H 2.54 6.07 -3.03  0.309
H 2.48 6.86 0.03  0.347
H 3.62 7.47 -1.10  0.515
H 5.10 6.28 0.36  0.394
H 5.27 4.60 0.22  0.266
H 3.96 5.19 1.24  0.282
C 2.40 -0.68 7.31  -0.749
O 1.97 -0.54 5.98  -0.284
C 0.87 0.31 5.79  -0.133
C 0.36 0.41 4.37  0.438
N -0.16 -0.96 3.90  0.826
H -0.92 -1.29 4.49  0.612
H -0.68 -0.72 3.04  -0.741
C 0.86 -2.06 3.70  -1.162
C 0.34 -3.09 2.73  1.033
O -0.81 -3.72 3.22  -0.456
C -1.05 -4.96 2.57  -0.617
H 1.60 -1.11 7.93  0.355
H 2.58 0.31 7.74  0.201
H 3.29 -1.28 7.50  0.288
H 1.08 1.35 6.07  -0.006
H 0.06 0.01 6.46  0.562
H 1.14 0.64 3.65  -0.204
H -0.40 1.18 4.35  -0.291
H 1.07 -2.41 4.71  0.677
H 1.82 -1.66 3.38  0.301
H 1.18 -3.80 2.65  0.468
H 0.11 -2.74 1.72  -0.671
H -0.26 -5.66 2.87  0.348
H -1.14 -4.85 1.49  0.212
H -1.97 -5.42 2.94  0.245

- orbital gap (eV) = 4.2
- total charge = +2
- 2S+1 = 1
- molar mass (g mol⁻¹) = 1212.454
- calculated total energy (Ha) = -4345.9666

Here is one molecule with the formula C5H13NO2 from the Open Molecules 2025 dataset. Energies are from ωB97M-V/def2-TZVPD.

Each line ends with the Mulliken charge.
Positions of all 21 atoms, in Å:
N -2.14 -0.23 -1.79  -0.724
C -0.93 0.35 -1.19  0.376
C -1.28 1.20 0.03  -0.648
O -0.37 2.26 0.32  -0.561
C -0.01 -0.87 -0.91  -0.751
C 1.23 -0.56 -0.08  -0.332
C 1.52 -1.48 1.14  -0.535
O 2.12 -0.70 2.17  -0.540
H -2.77 0.47 -2.17  0.241
H -2.70 -0.78 -1.17  0.219
H -0.51 0.96 -1.98  0.304
H -1.47 0.63 0.95  0.230
H -2.25 1.67 -0.18  0.355
H 0.35 1.90 0.84  0.395
H 0.07 -1.38 -1.87  0.414
H -0.69 -1.52 -0.32  0.233
H 1.29 0.44 0.30  0.131
H 2.04 -0.72 -0.77  0.272
H 2.22 -2.27 0.92  0.274
H 0.56 -1.88 1.46  0.354
H 1.53 -0.57 2.92  0.291

- SMILES = N[C@@H](CO)CCCO
- orbital gap (eV) = 10.0
- total charge = 0
- 2S+1 = 1
- molar mass (g mol⁻¹) = 119.164
- calculated total energy (Ha) = -403.5029

Here is a 2-piece molecular cluster, C2H7N2 overall from the Open Molecules 2025 dataset. Energies are from ωB97M-V/def2-TZVPD.

Each line ends with the Mulliken charge.
Positions of all 11 atoms, in Å:
C 0.65 1.21 1.21  -0.633
N 0.02 0.62 0.09  0.062
C 0.26 -0.70 -0.11  0.124
N -0.60 -1.44 -0.67  -0.248
H -1.96 1.05 -3.06  -0.091
H 0.30 0.70 2.12  0.390
H 0.43 2.27 1.23  0.258
H 1.30 -1.00 0.11  0.324
H -2.68 1.13 -3.19  0.090
H 1.73 1.02 1.13  0.390
H -0.41 -2.43 -0.87  0.334

- orbital gap (eV) = 7.2
- total charge = +1
- 2S+1 = 1
- molar mass (g mol⁻¹) = 59.092
- calculated total energy (Ha) = -189.4297